A 6-piece molecular cluster, C3H14N2O5 overall in a non-equilibrium geometry, computed with ωB97M-V with the def2-TZVPD basis set.

Geometry (Å):
C 1.678 -0.197 0.980
C 1.211 -1.471 1.397
N 0.157 -1.205 2.264
C 0.091 0.101 2.479
N 0.998 0.760 1.724
H 2.390 0.054 0.202
H 1.207 -2.408 0.913
H -0.631 -1.939 2.269
H -0.721 0.905 2.653
O -0.479 -2.268 -1.574
H -1.056 -2.177 -2.194
H -0.136 -1.518 -1.259
O 0.591 2.831 -0.442
H 1.015 2.637 0.453
H -0.314 2.645 -0.156
O -2.325 -1.079 0.954
H -2.798 -0.385 0.872
H -1.775 -1.215 0.309
O -1.325 1.364 -1.689
H -1.563 1.619 -2.469
H -0.504 1.777 -1.343
O 1.454 0.328 -1.701
H 1.137 1.042 -2.217
H 1.698 -0.201 -2.426

Cartesian forces (eV/Å) of the 3 atoms listed first:
C -0.8 -1.5 2.0
C -0.5 3.0 -0.9
N -1.3 -3.0 -0.3

## Properties
Relative energy (zero: lowest compared OMol25 entry of this formula, charge and spin): 67.8 kcal per mole
Calculated total energy: -16552.568 eV
Kohn-Sham gap: 9.0 eV
E_HOMO: -8.63 eV
Structure (SMILES): c1c[nH]cn1.O.O.O.O.O
Charge: 0
LUMO: 0.35 eV

Löwdin population analysis, charges in e, atoms 1 to 4: number 1, C, carries -0.142; number 2, C, carries -0.091; number 3, N, carries 0.006; number 4, C, carries -0.238

A 3-piece molecular cluster, C3H14N3O2 overall in a non-equilibrium geometry, computed with ωB97M-V with the def2-TZVPD basis set.

Geometry (Å):
C -0.359 -1.661 -0.133
C 0.200 -0.950 1.067
N 1.473 -0.265 0.776
C 1.486 0.795 -0.052
N 2.563 0.906 -0.836
N 0.511 1.669 -0.029
H -0.931 -0.983 -0.767
H -1.134 -2.365 0.171
H 0.316 -2.121 -0.850
H -0.482 -0.301 1.612
H 0.403 -1.630 1.900
H 2.326 -0.750 0.992
H 3.284 0.206 -0.854
H 2.874 1.807 -1.171
H 0.557 2.433 -0.682
H -0.393 1.463 0.355
H -1.980 1.638 -2.092
H -0.843 1.059 -3.005
O -1.082 1.294 -2.102
H -3.565 -0.568 1.449
H -2.559 -1.172 2.471
O -2.666 -0.504 1.782

Cartesian forces (eV/Å) of the 3 atoms listed first:
C -1.6 0.3 -0.7
C 1.0 -0.5 1.3
N -1.2 0.2 -0.2

## Properties
Relative energy (zero: lowest compared OMol25 entry of this formula, charge and spin): 12.9 kcal per mole
Calculated total energy: -11898.063 eV
Kohn-Sham gap: 11.4 eV
E_HOMO: -14.08 eV
Charge: +1
LUMO: -2.72 eV

Löwdin population analysis, charges in e, atoms 1 to 4: number 1, C, carries -0.078; number 2, C, carries -0.228; number 3, N, carries 0.077; number 4, C, carries -0.443

A 3-piece molecular cluster, C3H14N3O2 overall in a non-equilibrium geometry, computed with ωB97M-V with the def2-TZVPD basis set.

Geometry (Å):
C -1.017 0.829 -0.420
C 0.403 0.662 -0.043
N 1.162 -0.315 -0.828
C 2.541 -0.459 -0.701
N 2.983 -1.607 -1.413
N 3.115 -0.041 0.500
H -1.194 1.486 -1.345
H -1.656 1.487 0.273
H -1.533 -0.277 -0.311
H 0.745 1.661 0.148
H 0.366 -0.010 0.962
H 0.756 -0.677 -1.651
H 2.847 -1.732 -2.460
H 3.790 -2.111 -1.053
H 4.085 0.242 0.584
H 2.588 0.622 1.046
H -0.265 -1.431 2.782
H 1.045 -1.473 3.578
O 0.386 -0.909 3.301
H -7.230 2.049 -1.062
H -6.977 0.743 -1.373
O -6.940 1.263 -0.514

Cartesian forces (eV/Å) of the 3 atoms listed first:
C -3.6 -0.8 -0.4
C -0.7 -2.6 3.8
N 3.6 2.6 0.1

## Properties
Relative energy (zero: lowest compared OMol25 entry of this formula, charge and spin): 71.7 kcal per mole
Calculated total energy: -11895.512 eV
Kohn-Sham gap: 9.3 eV
E_HOMO: -13.27 eV
Charge: +1
LUMO: -3.99 eV

Löwdin population analysis, charges in e, atoms 1 to 4: number 1, C, carries -0.126; number 2, C, carries -0.289; number 3, N, carries 0.072; number 4, C, carries -0.272